1.
{
  "formula": "C42H40F5N3O2S3SeTc",
  "method": "ωB97M-V/def2-TZVPD",
  "symbols": ["Tc", "S", "C", "C", "N", "C", "S", "C", "N", "C", "C", "O", "H", "H", "H", "H", "H", "H", "F", "C", "C", "F", "C", "F", "C", "Se", "C", "F", "C", "F", "C", "C", "C", "C", "C", "C", "C", "C", "N", "C", "C", "C", "C", "C", "C", "C", "C", "C", "C", "H", "H", "H", "H", "H", "H", "H", "H", "H", "H", "H", "H", "H", "H", "H", "H", "H", "H", "H", "H", "H", "H", "H", "H", "O", "S", "C", "C", "C", "C", "C", "C", "C", "C", "C", "C", "C", "C", "H", "H", "H", "H", "H", "H", "H", "H", "H", "H"],
  "coordinates": [[-0.21, -0.63, 0.33], [1.07, -0.75, 2.25], [0.91, 0.81, 2.97], [1.81, 1.13, 4.03], [2.54, 1.39, 4.88], [-0.10, 1.65, 2.59], [-1.21, 1.15, 1.36], [-0.33, 2.91, 3.22], [-0.50, 3.93, 3.72], [0.48, -4.49, 0.76], [0.58, -4.02, -0.67], [0.04, -2.68, -0.81], [0.96, -5.46, 0.85], [-0.55, -4.57, 1.09], [0.99, -3.80, 1.44], [-0.01, -4.67, -1.33], [1.61, -4.01, -1.01], [0.24, -2.39, -1.71], [-4.62, 0.70, 5.93], [-4.06, 0.08, 4.90], [-4.57, 0.26, 3.62], [-5.61, 1.07, 3.43], [-3.97, -0.39, 2.55], [-4.48, -0.16, 1.33], [-2.88, -1.22, 2.71], [-2.07, -2.09, 1.21], [-2.40, -1.39, 4.00], [-1.35, -2.19, 4.23], [-2.97, -0.75, 5.09], [-2.48, -0.93, 6.31], [4.12, -3.58, 1.09], [3.85, -2.66, -0.07], [4.66, -2.66, -1.19], [4.38, -1.81, -2.24], [5.27, -1.76, -3.45], [3.29, -0.95, -2.17], [2.43, -0.91, -1.05], [2.75, -1.80, -0.02], [1.33, -0.02, -0.88], [1.36, 1.22, -1.74], [2.75, 1.89, -1.61], [2.85, 3.13, -2.51], [1.86, 4.18, -2.04], [0.46, 3.58, -2.12], [0.13, 3.26, -3.57], [1.11, 2.21, -4.07], [2.54, 2.74, -3.96], [0.96, 0.95, -3.21], [0.39, 2.31, -1.27], [5.17, -3.86, 1.13], [3.53, -4.50, 1.01], [3.85, -3.11, 2.03], [5.52, -3.32, -1.24], [5.82, -2.70, -3.57], [6.01, -0.96, -3.36], [4.70, -1.58, -4.36], [3.15, -0.30, -3.01], [2.14, -1.84, 0.87], [3.57, 1.22, -1.83], [2.87, 2.19, -0.56], [3.87, 3.52, -2.45], [1.92, 5.08, -2.66], [2.09, 4.48, -1.01], [-0.27, 4.29, -1.72], [0.19, 4.16, -4.18], [-0.90, 2.88, -3.66], [0.89, 1.95, -5.11], [2.67, 3.61, -4.61], [3.25, 1.98, -4.31], [1.50, 0.12, -3.67], [-0.09, 0.65, -3.20], [-0.63, 1.93, -1.29], [0.64, 2.57, -0.24], [-1.55, -0.37, -1.46], [-2.18, -0.91, -2.71], [-3.33, 0.36, -3.21], [-3.55, 1.44, -2.36], [-4.43, 2.43, -2.78], [-5.06, 2.34, -4.01], [-4.82, 1.25, -4.84], [-3.95, 0.25, -4.44], [-3.34, -2.19, -2.29], [-4.40, -1.96, -1.43], [-5.25, -3.01, -1.12], [-5.03, -4.26, -1.68], [-3.97, -4.49, -2.54], [-3.11, -3.44, -2.85], [-3.05, 1.49, -1.41], [-4.62, 3.27, -2.13], [-5.74, 3.11, -4.32], [-5.31, 1.18, -5.80], [-3.75, -0.59, -5.09], [-4.55, -0.98, -0.99], [-6.07, -2.85, -0.45], [-5.70, -5.08, -1.43], [-3.81, -5.47, -2.96], [-2.27, -3.60, -3.51]],
  "mulliken_spin": [1.11, -0.10, 0.05, 0.00, 0.01, -0.02, -0.03, 0.00, 0.00, 0.00, 0.00, -0.01, 0.00, 0.00, 0.00, 0.00, 0.00, 0.00, 0.00, 0.00, 0.00, 0.00, -0.03, 0.00, 0.05, 0.05, 0.00, 0.00, 0.00, 0.00, 0.00, 0.00, -0.01, 0.00, 0.00, -0.01, -0.02, 0.05, -0.06, 0.03, -0.02, 0.00, 0.00, -0.01, 0.00, 0.00, 0.00, -0.02, 0.02, 0.00, 0.00, 0.00, 0.00, 0.00, 0.00, 0.00, 0.00, -0.02, 0.00, 0.00, 0.00, 0.00, 0.00, 0.00, 0.00, 0.00, 0.00, 0.00, 0.00, 0.00, 0.00, 0.00, 0.01, -0.03, 0.00, 0.00, 0.00, 0.00, 0.00, 0.00, 0.00, -0.01, 0.00, 0.00, 0.00, 0.00, 0.00, 0.00, 0.00, 0.00, 0.00, 0.00, 0.00, 0.00, 0.00, 0.00, 0.00],
  "orbital_gap_ev": [5.608, 6.544],
  "de_lowest_ev": 0.0000,
  "homo_ev": [-7.39, -7.67],
  "e_lumo_ev": [-1.778, -1.125],
  "fmax_ev_per_a": 1.26,
  "multiplicity": 2
}

=====

2.
{
  "formula": "C3H4N4O",
  "method": "ωB97M-V/def2-TZVPD",
  "symbols": ["C", "N", "N", "C", "C", "N", "O", "N", "H", "H", "H", "H"],
  "coordinates": [[-2.65, -0.37, -0.09], [-1.39, -0.74, 0.05], [-0.51, 0.27, 0.12], [0.84, -0.07, 0.19], [2.01, 0.82, -0.02], [2.97, -0.01, -0.07], [2.55, -1.26, 0.02], [1.15, -1.32, 0.02], [-2.97, 0.65, 0.02], [-3.44, -1.09, -0.15], [-0.85, 1.22, -0.02], [2.29, 1.89, -0.07]],
  "mulliken_charge": [-0.33, -0.47, 0.07, 0.44, -0.19, -0.25, -0.05, -0.29, 0.22, 0.26, 0.26, 0.34],
  "smiles": "C=NNc1cnon1",
  "orbital_gap_ev": 9.575,
  "de_lowest_ev": 4.8168,
  "homo_ev": -8.92,
  "e_lumo_ev": 0.654,
  "fmax_ev_per_a": 3.40
}

=====

3.
{
  "formula": "C9H14",
  "method": "ωB97M-V/def2-TZVPD",
  "symbols": ["C", "C", "C", "C", "C", "C", "C", "H", "H", "H", "H", "H", "H", "H", "H", "C", "C", "H", "H", "H", "H", "H", "H"],
  "coordinates": [[-2.53, -0.05, 1.35], [-1.04, 0.15, 1.30], [-0.40, 1.40, 1.44], [0.98, 1.39, 1.50], [1.76, 0.26, 1.29], [1.14, -0.99, 1.18], [-0.24, -0.97, 1.11], [-2.81, -0.93, 0.77], [-3.07, 0.81, 0.96], [-2.91, -0.25, 2.35], [-0.84, 2.37, 1.64], [1.59, 2.29, 1.53], [2.83, 0.38, 1.43], [1.81, -1.84, 1.17], [-0.73, -1.91, 0.92], [-0.10, -0.65, -2.61], [1.21, 0.09, -2.38], [0.03, -1.73, -2.55], [-0.88, -0.39, -1.90], [-0.50, -0.43, -3.60], [1.30, 0.62, -1.42], [1.28, 0.94, -3.06], [2.09, -0.55, -2.42]],
  "mulliken_charge": [-1.47, 0.85, -0.46, -0.42, -0.44, -0.65, -0.20, 0.35, 0.35, 0.34, 0.37, 0.32, 0.36, 0.39, 0.28, -0.76, -0.65, 0.26, 0.15, 0.33, 0.08, 0.35, 0.25],
  "smiles": "Cc1ccccc1.CC",
  "orbital_gap_ev": 10.056,
  "de_lowest_ev": 0.5541,
  "homo_ev": -9.01,
  "e_lumo_ev": 1.049,
  "fmax_ev_per_a": 2.06
}

=====

4.
{
  "formula": "C5H4Br2O2",
  "method": "ωB97M-V/def2-TZVPD",
  "symbols": ["Br", "C", "C", "C", "C", "O", "H", "H", "H", "O", "C", "Br", "H"],
  "coordinates": [[-0.37, 1.58, 2.38], [-0.44, 0.84, 0.63], [-1.34, 0.39, -0.32], [-0.60, 0.26, -1.54], [0.68, 0.64, -1.31], [0.65, 1.17, -0.04], [-2.40, 0.15, -0.25], [-1.00, -0.16, -2.58], [1.64, 0.54, -1.80], [1.70, -0.29, 0.84], [0.98, -1.05, 1.30], [0.39, -3.16, 0.69], [0.13, -0.89, 1.99]],
  "mulliken_charge": [-0.06, -0.16, -0.25, -0.23, -0.13, -0.28, 0.48, 0.26, 0.40, -0.22, 0.10, -0.32, 0.41],
  "smiles": "Brc1ccco1.O=CBr",
  "orbital_gap_ev": 9.233,
  "de_lowest_ev": 2.6231,
  "homo_ev": -9.39,
  "e_lumo_ev": -0.152,
  "fmax_ev_per_a": 4.51
}

=====

5.
{
  "formula": "C3H4N2O2",
  "method": "ωB97M-V/def2-TZVPD",
  "symbols": ["C", "N", "N", "C", "O", "C", "O", "H", "H", "H", "H"],
  "coordinates": [[-1.61, -0.36, -0.02], [-0.22, 0.07, -0.10], [0.65, -0.79, -0.73], [1.81, -0.47, -0.28], [1.81, 0.55, 0.60], [0.48, 1.10, 0.47], [0.22, 2.25, 0.71], [-2.01, -0.45, -1.03], [-1.64, -1.34, 0.46], [-2.21, 0.34, 0.57], [2.73, -0.90, -0.66]],
  "mulliken_charge": [-0.74, 0.51, -0.70, 0.01, -0.32, 0.48, -0.53, 0.26, 0.27, 0.36, 0.39],
  "smiles": "Cn1ncoc1=O",
  "orbital_gap_ev": 10.320,
  "de_lowest_ev": 2.1574,
  "homo_ev": -9.44,
  "e_lumo_ev": 0.881,
  "fmax_ev_per_a": 1.39
}